Molecular formula: C25H26N9O2PbS2
Method: DFT, ωB97M-V/def2-TZVPD

Values from the calculation:
net charge = +1
E = -70764.8996 eV
ΔE to the lowest compared entry with this formula, charge and spin = 16.4 kJ/mol
LUMO = -4.46 eV
max |F| = 0.24 eV/Å
highest occupied orbital energy = -11.149 eV

Last column: Löwdin charge in e.
Geometry (Å):
Pb1 1.24759 0.02746 0.64959  1.037
O1 -3.17733 2.01605 1.30483  0.061
C1 -2.82369 3.10358 0.56581  -0.243
C2 -3.55444 4.28438 0.66782  -0.013
C3 -3.23789 5.37735 -0.11461  -0.060
C4 -2.18985 5.30849 -1.02621  -0.071
C5 -1.46557 4.13998 -1.12874  -0.022
C6 -1.75178 3.02522 -0.33154  -0.074
C7 -0.89717 1.82770 -0.44616  -0.420
O2 -0.86579 0.97286 0.51356  -0.201
N1 -0.17391 1.70298 -1.54734  0.079
N2 0.59909 0.59302 -1.49150  -0.090
C8 0.97298 0.01342 -2.56064  -0.015
C9 1.69794 -1.25907 -2.49219  -0.267
C10 2.26884 -1.83042 -3.61489  0.007
C11 2.88825 -3.06488 -3.48153  -0.041
C12 2.89144 -3.68027 -2.24430  -0.037
C13 2.29768 -3.02943 -1.17110  -0.151
N3 1.70924 -1.84348 -1.29036  0.025
H1 -3.90045 2.27077 1.88870  0.113
H2 -4.38458 4.33304 1.36425  0.120
H3 -3.81805 6.28570 -0.01803  0.114
H4 -1.94396 6.15954 -1.64548  0.108
H5 -0.64590 4.06416 -1.82915  0.109
H6 0.68142 0.43037 -3.52034  0.148
H7 2.24033 -1.31451 -4.56529  0.126
H8 3.37313 -3.52729 -4.32949  0.123
H9 3.37149 -4.63672 -2.09392  0.122
H10 2.29789 -3.47041 -0.18193  0.095
S1 1.44562 1.12873 2.91101  0.678
C14 1.88189 2.53859 1.97526  -0.730
C15 2.26128 3.75378 2.54374  -0.067
C16 2.60011 4.79180 1.70105  -0.038
C17 2.56075 4.61483 0.32042  -0.041
C18 2.17109 3.38881 -0.16642  -0.109
N4 1.83514 2.38321 0.64929  -0.069
H11 2.29201 3.86608 3.61753  0.114
H12 2.90102 5.74358 2.11890  0.119
H13 2.82710 5.41018 -0.35991  0.113
H14 2.10791 3.18528 -1.22763  0.117
N5 3.44191 -0.13470 0.48164  0.035
C19 4.20269 -0.89891 -0.00930  -0.338
N6 5.03422 -1.74364 -0.41951  0.122
C20 5.41540 -1.76770 -1.69881  -0.352
N7 5.74386 -1.86767 -2.80025  0.145
C21 -0.45673 -5.54890 0.56306  -0.069
C22 -1.03573 -4.88076 1.79885  -0.240
N8 -1.78325 -3.65928 1.47290  0.024
C23 -1.27489 -2.44021 1.31540  -0.684
S2 0.40157 -2.20221 1.72329  0.716
N9 -2.05064 -1.45297 0.90047  0.034
C24 -3.47964 -1.57022 0.60809  -0.206
C25 -4.33953 -1.53909 1.86464  -0.063
H15 0.09141 -6.44728 0.84584  0.086
H16 0.22664 -4.87425 0.04722  0.048
H17 -1.24535 -5.83719 -0.13291  0.082
H18 -0.25634 -4.62652 2.51389  0.087
H19 -1.73424 -5.54070 2.31043  0.125
H20 -2.76729 -3.76946 1.29037  0.130
H21 -1.66588 -0.50831 0.89258  0.074
H22 -3.65524 -2.47082 0.01444  0.119
H23 -3.72489 -0.72929 -0.03811  0.124
H24 -4.10484 -2.35990 2.54361  0.073
H25 -5.39405 -1.61025 1.59924  0.085
H26 -4.18000 -0.60422 2.39988  0.074

Atoms 1-3, force components in eV/Å:
Pb -0.132 0.022 -0.031
O 0.016 -0.067 0.032
C -0.016 0.043 -0.062